Entry 1:
Density functional theory data (the ωB97M-V functional and the def2-TZVPD basis) for a molecular structure, C15H40CdIO5 at a distorted geometry.

CARTESIAN COORDINATES (ANGSTROEM)
Cd -6.07 27.39 0.27
I -7.98 26.72 2.28
C -4.11 27.52 -3.72
C -4.02 27.12 -2.29
C -2.55 27.05 -1.82
O -4.77 27.99 -1.41
H -3.78 26.65 -4.31
H -3.60 28.44 -4.00
H -5.15 27.61 -4.05
H -4.37 26.09 -2.14
H -2.43 26.93 -0.74
H -2.08 27.98 -2.14
H -2.05 26.17 -2.24
H -4.34 28.85 -1.54
C -7.67 25.48 -3.47
C -8.07 25.72 -2.00
C -8.96 24.63 -1.43
O -6.88 25.83 -1.18
H -8.58 25.31 -4.05
H -7.01 24.64 -3.65
H -7.24 26.43 -3.81
H -8.61 26.66 -2.01
H -9.91 24.61 -1.97
H -9.09 24.83 -0.37
H -8.48 23.65 -1.38
H -6.38 25.03 -1.39
C -5.73 29.90 3.71
C -6.12 29.97 2.25
C -5.98 31.41 1.74
O -5.31 29.06 1.45
H -6.36 30.63 4.23
H -4.68 30.18 3.84
H -5.88 28.92 4.16
H -7.17 29.70 2.16
H -6.87 32.02 1.91
H -5.66 31.45 0.70
H -5.17 31.96 2.24
H -4.42 29.42 1.59
C -9.35 29.52 -2.06
C -7.82 29.29 -1.96
C -7.15 30.60 -2.40
O -7.49 28.98 -0.61
H -9.93 28.60 -2.14
H -9.57 30.18 -2.90
H -9.70 30.02 -1.16
H -7.56 28.50 -2.65
H -7.60 31.44 -1.87
H -7.30 30.82 -3.46
H -6.06 30.58 -2.31
H -7.57 29.81 -0.12
C -3.07 24.20 0.85
C -4.43 24.82 1.27
C -4.74 24.31 2.68
O -4.39 26.26 1.29
H -3.19 23.12 0.77
H -2.34 24.48 1.62
H -2.65 24.57 -0.08
H -5.19 24.40 0.61
H -4.10 24.77 3.43
H -4.50 23.24 2.70
H -5.80 24.46 2.88
H -3.50 26.50 1.59

- charge = +1
- lowest unoccupied orbital energy (Eh) = -0.0953
- energy above the lowest of the compared OMol25 structures with the same formula, charge and spin (kcal/mol) = 0.0
- DFT total energy (eV) = -39101.8208
- frontier orbital gap (eV) = 8.0
- maximum force (eV Å⁻¹) = 2.381



Entry 2:
Density functional theory data (the ωB97M-V functional and the def2-TZVPD basis) for 11 unconnected molecules or ions with the total composition C15H40F16N10O25PS10 at a distorted geometry.

CARTESIAN COORDINATES (ANGSTROEM)
C 3.38 -1.64 -1.50
C 3.38 -3.08 -1.13
O 4.29 -3.70 -0.69
N 1.99 -3.63 -0.93
H 2.05 -4.13 -0.03
H 1.28 -2.89 -0.72
C 1.54 -4.60 -2.00
H 4.44 -1.43 -1.65
H 2.99 -1.06 -0.66
H 2.80 -1.36 -2.38
H 0.46 -4.67 -1.88
H 2.00 -5.57 -1.88
H 1.84 -4.15 -2.94
C -3.98 -0.20 0.31
C -5.08 0.82 0.54
O -6.13 0.62 1.05
N -4.90 2.11 -0.24
H -4.24 1.98 -1.00
H -5.83 2.36 -0.57
C -4.43 3.26 0.65
H -4.28 -1.09 0.86
H -2.99 0.11 0.63
H -4.03 -0.45 -0.75
H -4.23 3.96 -0.15
H -3.52 2.96 1.15
H -5.23 3.58 1.30
C 4.28 1.68 -2.23
C 3.54 1.35 -3.48
O 3.40 0.29 -3.98
N 2.83 2.52 -4.14
H 2.82 3.29 -3.47
H 3.47 2.87 -4.86
C 1.36 2.26 -4.45
H 5.10 2.36 -2.50
H 4.69 0.77 -1.81
H 3.65 2.18 -1.49
H 1.25 1.35 -5.04
H 1.03 3.12 -5.02
H 0.96 2.02 -3.47
C -1.24 -3.10 3.95
C -1.69 -2.72 2.57
O -2.60 -1.99 2.34
N -0.99 -3.36 1.40
H -0.70 -2.62 0.74
H -0.15 -3.92 1.70
C -1.93 -4.41 0.83
H -2.12 -3.04 4.59
H -0.42 -2.47 4.28
H -0.84 -4.12 4.00
H -2.68 -3.92 0.23
H -2.37 -4.97 1.65
H -1.31 -4.98 0.14
C -1.23 7.11 0.37
C -1.19 5.63 0.63
O -2.06 5.01 1.12
N 0.04 4.89 0.19
H 0.09 4.87 -0.84
H 0.82 5.46 0.52
C 0.16 3.46 0.74
H -0.85 7.62 1.25
H -2.29 7.28 0.23
H -0.67 7.34 -0.54
H 1.08 3.09 0.30
H -0.64 2.97 0.21
H 0.12 3.39 1.82
P -2.33 2.96 -2.93
F -3.77 2.22 -3.13
F -2.21 2.33 -1.43
F -1.53 1.70 -3.51
F -0.91 3.73 -2.56
F -2.38 3.61 -4.39
F -3.13 4.26 -2.36
N 0.39 -1.39 -0.02
S 0.54 0.03 0.66
O -0.69 0.76 0.84
O 1.74 0.79 0.42
F 0.82 -0.61 2.11
S -0.22 -0.73 -1.46
O 0.60 0.22 -2.18
O -1.64 -0.67 -1.56
F 0.03 -2.07 -2.28
N -2.42 -5.73 -4.00
S -1.48 -4.75 -4.73
O -0.09 -4.75 -4.31
O -2.10 -3.55 -5.25
F -1.32 -5.58 -6.12
S -2.98 -4.62 -2.88
O -4.20 -3.96 -3.24
O -2.02 -3.94 -2.05
F -3.60 -5.81 -1.98
N -2.35 2.23 5.14
S -1.71 3.76 4.80
O -1.80 4.25 3.45
O -0.53 4.06 5.55
F -2.87 4.60 5.51
S -1.87 1.52 3.84
O -0.45 1.46 3.62
O -2.74 1.67 2.70
F -2.17 0.03 4.39
N 5.57 1.95 3.24
S 4.61 2.26 1.89
O 5.27 1.85 0.67
O 3.67 3.34 1.85
F 3.65 0.99 2.18
S 6.17 3.39 3.42
O 5.33 4.33 4.10
O 7.08 3.85 2.41
F 7.16 2.93 4.63
N 1.22 -4.97 1.76
S 2.31 -4.52 2.96
O 3.60 -5.13 2.85
O 1.75 -4.34 4.26
F 2.54 -3.03 2.43
S 1.44 -6.53 1.78
O 1.34 -7.14 3.07
O 2.37 -7.01 0.80
F 0.02 -6.94 1.14

- charge = -1
- lowest unoccupied orbital energy (Eh) = -0.0065
- energy above the lowest of the compared OMol25 structures with the same formula, charge and spin (kcal/mol) = 0.0
- DFT total energy (eV) = -243414.5890
- frontier orbital gap (eV) = 7.1
- maximum force (eV Å⁻¹) = 6.741



Entry 3:
Density functional theory data (the ωB97M-V functional and the def2-TZVPD basis) for a molecular structure, C15H40FLiO5Zn at a distorted geometry.

CARTESIAN COORDINATES (ANGSTROEM)
Li -0.92 -0.02 1.67
Zn -0.91 0.21 -2.06
F -0.35 0.46 -0.22
C -2.53 -2.62 3.00
C -2.74 -2.68 1.53
C -4.22 -2.76 1.12
O -2.12 -1.57 0.87
H -2.98 -3.41 3.61
H -2.88 -1.67 3.42
H -1.46 -2.60 3.22
H -2.27 -3.59 1.14
H -4.68 -3.67 1.50
H -4.33 -2.81 0.03
H -4.76 -1.89 1.50
H -2.44 -1.50 -0.03
C 1.82 -1.59 1.92
C 1.63 -0.78 3.18
C 2.35 0.56 3.27
O 0.20 -0.48 3.26
H 1.71 -0.98 1.02
H 0.98 -2.28 1.81
H 2.77 -2.11 1.85
H 1.88 -1.42 4.03
H 3.43 0.49 3.13
H 2.24 0.96 4.29
H 1.91 1.30 2.61
H -0.01 -0.29 4.18
C 3.32 3.78 -0.20
C 2.35 2.73 -0.75
C 3.01 1.36 -0.58
O 1.18 2.81 0.06
H 3.31 3.76 0.89
H 3.02 4.78 -0.52
H 4.37 3.64 -0.45
H 2.09 2.97 -1.79
H 3.98 1.36 -1.09
H 2.41 0.60 -1.09
H 3.23 1.17 0.46
H 0.68 2.00 -0.13
C -0.71 -3.93 -1.91
C 0.26 -2.88 -1.41
C 1.71 -3.29 -1.62
O 0.03 -1.65 -2.16
H -1.75 -3.64 -1.69
H -0.54 -4.83 -1.31
H -0.63 -4.19 -2.96
H -0.02 -2.67 -0.38
H 2.00 -3.24 -2.67
H 1.96 -4.30 -1.29
H 2.36 -2.62 -1.06
H 0.51 -1.80 -2.99
C -1.47 4.00 -3.68
C -1.23 3.43 -2.30
C -1.77 4.20 -1.11
O -1.77 2.06 -2.20
H -2.54 4.02 -3.94
H -1.01 3.35 -4.42
H -1.13 5.03 -3.77
H -0.15 3.38 -2.16
H -1.33 3.81 -0.19
H -2.86 4.22 -1.05
H -1.45 5.24 -1.18
H -2.74 2.12 -2.21

- charge = +2
- lowest unoccupied orbital energy (Eh) = -0.3063
- energy above the lowest of the compared OMol25 structures with the same formula, charge and spin (kcal/mol) = 9.6
- DFT total energy (eV) = -77769.6935
- frontier orbital gap (eV) = 6.9
- maximum force (eV Å⁻¹) = 2.306



Entry 4:
Density functional theory data (the ωB97M-V functional and the def2-TZVPD basis) for a molecular structure, C15H40GaNO7P.

CARTESIAN COORDINATES (ANGSTROEM)
C 3.93 -0.61 -0.36
C 4.08 0.31 0.86
O 4.06 1.68 0.50
C 2.83 2.35 0.71
C 2.56 3.27 -0.47
O 1.20 3.47 -0.73
C 0.50 4.01 0.38
C -0.92 4.45 -0.04
O -1.47 3.74 -1.11
C -1.68 2.35 -0.78
Ga -2.81 1.96 0.88
P -4.32 0.19 0.34
N -5.84 0.29 0.86
H 3.17 -1.38 -0.22
H 4.88 -1.07 -0.61
H 3.63 0.00 -1.22
H 5.04 0.13 1.34
H 3.31 0.09 1.60
H 2.00 1.65 0.80
H 2.90 2.92 1.65
H 3.06 4.24 -0.34
H 2.98 2.80 -1.36
H 1.04 4.90 0.74
H 0.44 3.29 1.20
H -1.56 4.34 0.84
H -0.91 5.50 -0.32
H -0.70 1.86 -0.70
H -2.16 1.92 -1.67
H -1.86 1.43 2.08
H -3.66 3.21 1.39
H -4.28 -0.03 -1.06
H -3.74 -1.05 0.72
H -5.93 1.16 1.37
C 10.52 -3.54 1.49
O 10.31 -2.24 0.99
C 9.64 -2.20 -0.26
C 8.17 -1.89 -0.11
O 7.48 -2.91 0.58
C 7.21 -2.60 1.94
H 10.86 -3.44 2.52
H 9.60 -4.13 1.47
H 11.29 -4.07 0.91
H 9.76 -3.16 -0.78
H 10.11 -1.42 -0.87
H 7.73 -1.80 -1.11
H 8.05 -0.93 0.40
H 6.42 -1.85 2.01
H 8.11 -2.23 2.45
H 6.88 -3.51 2.43
C -8.98 -2.79 -2.57
O -8.57 -2.49 -1.26
C -8.10 -1.15 -1.10
C -9.14 -0.25 -0.49
O -10.29 -0.09 -1.32
C -11.37 -0.90 -0.94
H -9.50 -3.75 -2.55
H -9.67 -2.03 -2.97
H -8.12 -2.87 -3.25
H -7.78 -0.75 -2.07
H -7.23 -1.15 -0.44
H -8.69 0.73 -0.33
H -9.44 -0.65 0.49
H -11.83 -0.54 0.00
H -11.07 -1.94 -0.80
H -12.12 -0.85 -1.73

- charge = -1
- lowest unoccupied orbital energy (Eh) = 0.0773
- DFT total energy (eV) = -93686.5395
- frontier orbital gap (eV) = 6.8
- maximum force (eV Å⁻¹) = 0.595



Among the records above, which one has the lowest lowest unoccupied orbital energy?
C15H40FLiO5Zn